A molecular structure, C43H59F6N4O5RbSb. Source: the OMol25 dataset; level of theory: ωB97M-V with the def2-TZVPD basis set.

XYZ file:
```
119
Properties=species:S:1:pos:R:3:lowdin_spin:R:1
Rb 1.542 0.771 -2.052 0.000
C -1.552 4.991 4.300 -0.003
C -1.153 5.554 2.932 0.001
C -2.417 5.760 2.078 0.001
C -0.441 6.928 3.006 -0.002
C -0.289 4.518 2.225 -0.030
C -0.718 3.769 1.140 -0.088
C 0.143 2.785 0.566 -0.035
N -0.249 2.019 -0.444 -0.302
C -1.595 1.876 -0.808 -0.018
C -2.552 1.586 0.111 -0.042
C -3.958 1.363 -0.273 -0.001
C -4.210 1.333 -1.586 -0.023
C -3.212 1.671 -2.601 0.001
C -1.905 1.841 -2.196 -0.013
O -0.884 1.992 -2.980 -0.015
C -3.520 1.658 -4.079 0.001
C -2.856 2.869 -4.833 0.000
C -3.011 0.311 -4.679 0.000
C -5.007 1.753 -4.372 0.000
C -4.958 1.226 0.856 0.001
C -6.102 2.218 0.789 0.000
C -4.412 1.351 2.290 0.000
C -5.658 -0.159 0.783 0.001
C 1.463 2.494 1.197 -0.096
O 2.242 1.621 0.669 -0.154
C 1.923 3.281 2.248 -0.037
C 1.015 4.260 2.751 -0.132
C 3.392 3.184 2.879 0.002
C 3.355 1.977 3.823 0.000
C 4.476 3.047 1.783 0.000
C 3.750 4.464 3.664 0.001
H -2.185 5.653 4.894 -0.001
H -0.640 4.790 4.915 -0.002
H -2.051 4.003 4.242 0.000
H -3.006 6.635 2.518 0.000
H -3.052 4.862 2.136 0.000
H -2.119 6.047 1.100 0.000
H -1.057 7.813 2.954 0.000
H 0.304 7.021 2.172 -0.001
H 0.085 7.026 3.950 0.000
H -1.660 3.908 0.697 -0.004
H -2.326 1.571 1.170 -0.001
H -5.234 1.134 -1.885 -0.001
H -1.792 3.017 -4.607 0.000
H -3.411 3.765 -4.528 0.000
H -2.903 2.654 -5.911 0.000
H -1.924 0.205 -4.533 0.000
H -3.168 0.344 -5.734 0.000
H -3.551 -0.524 -4.250 0.000
H -5.481 2.643 -3.861 0.000
H -5.563 0.879 -4.034 0.000
H -5.204 1.871 -5.476 0.000
H -5.843 3.270 1.014 0.000
H -6.937 1.880 1.426 0.000
H -6.520 2.269 -0.226 0.000
H -4.075 2.338 2.559 0.000
H -3.659 0.631 2.494 0.000
H -5.246 1.112 2.974 0.000
H -6.056 -0.287 -0.226 0.000
H -6.442 -0.307 1.511 0.000
H -4.934 -1.003 0.960 0.000
H 1.353 4.912 3.577 -0.007
H 3.271 1.036 3.289 0.000
H 2.448 1.989 4.379 0.000
H 4.184 1.945 4.552 0.000
H 4.405 2.099 1.283 0.000
H 5.486 3.015 2.158 0.000
H 4.394 3.887 1.103 0.000
H 3.031 4.660 4.465 0.000
H 3.739 5.330 3.044 0.000
H 4.700 4.443 4.131 0.000
N 5.714 -3.385 4.773 0.020
C 6.447 -4.592 5.044 0.019
O 6.099 -5.392 5.798 0.008
C 7.621 -4.923 4.173 0.074
C 7.857 -3.919 2.913 0.775
H 5.282 -3.132 5.646 0.000
H 6.222 -2.596 4.314 0.009
H 7.730 -5.949 3.984 0.010
H 8.541 -4.898 4.960 0.000
H 8.569 -3.023 3.102 0.037
H 7.149 -3.633 2.175 0.047
O -2.642 -7.519 1.771 0.000
C -1.916 -6.302 1.826 0.000
C -1.975 -5.559 0.575 0.000
C -3.191 -5.109 0.053 0.000
C -3.177 -4.591 -1.239 0.000
N -2.060 -4.524 -1.967 0.000
C -0.868 -4.817 -1.479 0.000
C -0.842 -5.351 -0.182 0.000
C 0.340 -4.866 -2.299 0.000
C 0.417 -5.645 -3.401 0.000
C 1.626 -5.656 -4.116 0.000
C 1.766 -6.464 -5.402 0.000
O 2.150 -7.750 -4.973 0.000
C 2.657 -4.936 -3.613 0.000
C 2.505 -4.177 -2.446 0.000
N 1.330 -4.095 -1.767 0.000
H -2.830 -7.677 0.848 0.000
H -0.866 -6.516 2.194 0.000
H -2.402 -5.686 2.640 0.000
H -4.138 -5.020 0.646 0.000
H -4.031 -4.139 -1.742 0.000
H 0.069 -5.705 0.287 0.000
H -0.444 -6.243 -3.711 0.000
H 2.456 -5.998 -6.125 0.000
H 0.736 -6.460 -5.833 0.000
H 2.284 -8.286 -5.771 0.000
H 3.651 -5.028 -4.004 0.000
H 3.303 -3.490 -2.040 0.000
H -10.045 8.867 0.460 1.000
F 4.801 -1.307 -4.227 0.000
Sb 6.435 -1.214 -5.078 0.000
F 6.791 -3.049 -4.665 0.000
F 5.540 -1.839 -6.608 0.000
F 8.049 -1.184 -5.980 0.000
F 6.068 0.556 -5.574 0.000
F 7.217 -0.624 -3.522 0.000
```

Results
LUMO level (spin up / spin down) (Ha): 0.1227 / 0.0941
HOMO level (spin up / spin down) (eV): -1.8159 / -1.4425
Multiplicity: 2
DFT total energy (Ha): -3132.67368
Net charge: -2